1.
Formula: C2H2BrClO
Source: the OMol25 dataset
Level of theory: ωB97M-V/def2-TZVPD

Structure (XYZ):
```
7
Properties=species:S:1:pos:R:3:forces:R:3
C -0.385 0.553 -0.458 3.973 -4.330 1.733
C 0.295 -1.159 -0.284 -2.312 3.130 0.294
O -1.254 0.911 0.229 -1.959 0.748 0.233
Cl 1.278 -1.566 -1.509 1.660 -0.353 -1.873
Br -0.454 2.170 2.546 0.020 0.074 0.081
H 0.492 1.151 -0.799 -0.693 -0.063 -0.825
H 0.027 -2.059 0.274 -0.688 0.794 0.357
```
Positions in Å, forces in eV/Å.

Calculated values
- HOMO energy (alpha / beta) (Ha) = -0.369 / -0.314
- 2S+1 = 1
- lowest unoccupied orbital energy (alpha / beta) (Eh) = -0.034 / -0.115
- energy above the lowest of the compared OMol25 structures with the same formula, charge and spin (kcal per mole) = 103.1

---

2.
Formula: C45H57N9O16
Source: the OMol25 dataset
Level of theory: ωB97M-V/def2-TZVPD

Structure (XYZ):
```
127
Properties=species:S:1:pos:R:3:forces:R:3
C 21.695 -56.884 24.917 -1.902 0.915 -3.637
C 22.508 -57.528 26.003 -2.699 1.702 2.010
C 21.479 -58.237 26.888 -2.182 0.661 3.599
C 22.070 -59.134 28.035 1.944 2.333 2.588
C 23.506 -59.686 27.614 -1.943 3.570 -1.699
C 23.578 -59.857 26.084 1.586 -2.611 1.495
N 23.467 -58.469 25.502 3.803 2.378 -5.542
O 24.208 -58.044 24.486 -3.949 -3.043 5.878
C 22.598 -60.838 25.456 -2.877 0.065 -2.377
C 25.021 -60.363 25.795 -3.055 7.184 -4.195
C 23.114 -56.396 26.878 0.311 2.784 -4.687
H 22.235 -56.416 24.073 0.670 -0.570 0.594
H 21.084 -55.846 25.178 0.923 -3.486 0.144
H 21.135 -57.800 24.333 0.552 2.756 1.573
H 20.757 -58.821 26.403 -0.568 -1.055 -1.687
H 20.624 -57.433 27.345 2.911 -1.704 -1.116
H 21.497 -59.997 28.467 -0.063 0.889 -1.146
H 22.210 -58.433 29.022 -0.067 -1.659 -2.353
H 23.669 -60.482 28.239 0.730 -2.637 0.611
H 24.401 -59.065 27.706 -0.464 0.708 1.301
H 23.164 -61.623 24.878 -0.539 -0.083 1.669
H 22.267 -60.367 24.468 -0.430 -0.109 1.194
H 21.555 -61.163 26.047 3.328 0.857 -1.413
H 25.630 -59.573 26.217 0.897 0.111 -0.749
H 24.983 -60.515 24.698 1.102 0.471 0.387
H 25.273 -61.181 26.189 1.189 -6.626 3.519
H 23.669 -55.647 26.210 -0.083 -1.463 0.186
H 23.822 -56.764 27.471 2.519 -1.191 3.312
H 22.458 -55.617 27.226 -1.141 -0.889 0.976
N 25.785 -57.335 29.555 2.732 5.042 -7.251
O 26.586 -57.942 28.705 -0.787 -0.541 2.253
O 25.845 -56.027 29.426 0.596 -1.388 1.520
O 24.799 -57.795 29.971 -2.884 -3.111 2.911
C 26.142 -52.633 26.262 3.962 -12.857 -4.630
C 26.043 -53.975 27.010 1.411 0.884 -1.865
C 26.574 -55.225 26.343 -0.719 3.425 -2.179
C 26.983 -55.200 24.863 -0.263 3.669 1.455
C 27.161 -53.877 24.105 -3.054 -1.195 3.739
C 26.632 -52.646 24.914 0.476 -0.641 -2.068
N 27.218 -56.485 24.107 0.518 -2.209 0.656
O 27.199 -57.626 24.691 -0.294 3.719 -1.106
O 27.438 -56.393 22.899 -0.312 0.229 1.226
H 25.822 -51.827 26.566 -3.290 7.990 3.632
H 25.610 -53.899 28.099 1.167 -0.920 -2.253
H 26.624 -56.175 26.850 -0.201 -0.130 0.389
H 27.340 -53.918 22.981 -0.055 0.391 1.952
H 26.510 -51.613 24.321 0.672 -2.522 1.299
C 24.354 -56.244 21.757 1.949 0.879 -1.585
C 24.614 -54.738 21.440 -5.807 -1.890 -1.242
C 23.365 -53.944 21.042 -0.061 -9.305 3.550
C 21.913 -54.603 21.123 5.703 -4.978 0.299
C 21.890 -56.120 21.225 0.296 0.695 0.206
C 23.159 -56.937 21.655 -2.617 5.444 -1.376
N 20.755 -53.799 20.913 -0.307 2.759 -1.165
O 20.861 -52.605 21.374 -0.812 -3.256 -1.080
O 19.846 -54.212 20.175 1.231 0.672 1.847
H 25.241 -57.012 21.791 -1.261 2.173 0.525
H 25.642 -54.420 21.280 -0.471 0.215 0.250
H 23.242 -52.997 20.886 0.312 5.646 -1.061
H 20.915 -56.748 20.940 2.124 1.743 1.065
H 23.117 -57.965 21.896 -0.390 -0.893 -0.185
C 26.167 -68.566 27.925 0.584 1.758 -1.482
C 26.197 -68.311 26.469 -0.309 4.029 2.839
C 26.072 -66.909 25.969 -0.128 -0.180 3.372
C 25.926 -65.679 26.855 -1.553 -5.732 4.151
C 25.765 -65.960 28.375 3.737 -6.443 -7.702
C 26.148 -67.411 28.759 -2.539 2.567 -1.158
N 25.558 -64.385 26.326 -0.454 -0.376 2.879
O 24.846 -63.623 26.977 0.132 -0.729 -0.338
O 26.118 -64.120 25.328 1.008 1.250 -3.414
H 26.155 -69.619 28.396 0.265 1.952 -1.003
H 26.398 -69.104 25.805 -0.254 -0.664 -0.894
H 25.912 -66.774 24.922 0.418 0.170 -0.543
H 25.314 -65.336 29.004 -1.111 2.731 2.664
H 26.046 -67.545 29.814 0.155 -0.309 0.585
C 24.219 -64.173 22.507 -5.312 2.317 0.394
C 22.682 -64.485 22.521 1.562 1.755 -0.662
C 21.707 -63.456 22.083 2.666 1.142 0.347
C 22.081 -62.060 21.842 5.848 -3.175 1.735
C 23.620 -61.799 22.037 -2.920 -2.345 -1.421
C 24.657 -62.831 22.278 -11.003 -1.472 -0.326
N 21.115 -60.996 21.604 0.387 2.726 2.620
O 21.421 -59.789 22.029 -0.553 -3.931 -1.849
O 20.000 -61.314 21.260 0.637 0.227 -0.345
H 24.885 -64.869 22.912 0.845 -1.199 0.104
H 22.281 -65.517 22.890 0.959 2.113 -1.022
H 20.670 -63.618 21.911 -0.713 -0.804 0.297
H 23.847 -60.842 21.632 0.773 0.843 0.385
H 25.564 -62.565 22.239 6.890 1.901 -0.100
C 15.471 -52.357 23.172 6.538 -6.472 2.483
C 16.390 -52.597 24.433 0.640 -4.997 -5.628
C 17.252 -53.898 24.412 -3.264 2.049 -2.495
C 17.146 -54.847 23.294 -3.489 3.724 -1.579
C 16.168 -54.445 22.175 1.150 0.414 -2.218
C 15.405 -53.225 22.041 1.590 -1.197 3.720
N 17.934 -56.033 23.174 3.560 -4.962 1.050
O 19.019 -56.088 23.922 -4.013 0.872 -2.672
O 17.645 -57.110 22.474 0.214 5.170 2.139
H 14.871 -51.636 23.258 -4.458 6.143 0.438
H 16.729 -51.907 25.173 -0.734 0.617 0.378
H 17.844 -54.076 25.279 0.560 -0.334 0.231
H 16.083 -54.806 21.045 0.967 -0.947 2.999
H 14.745 -53.078 21.156 0.734 0.035 0.977
C 22.509 -52.837 28.043 -1.477 0.144 3.814
O 22.195 -53.047 29.283 0.661 0.591 -5.289
N 21.662 -52.709 26.963 1.987 0.197 -0.590
C 22.211 -52.412 25.606 2.373 3.052 3.149
C 20.249 -52.861 27.143 -0.289 -4.344 -6.060
H 23.554 -52.613 27.784 -0.084 -0.265 -0.120
H 21.480 -51.884 25.091 -1.259 1.844 -0.623
H 22.242 -53.225 25.006 1.110 -3.182 -1.565
H 23.262 -51.749 25.635 -2.903 -2.094 -0.014
H 19.495 -52.338 26.346 2.340 -1.959 0.536
H 19.992 -52.224 27.777 -2.141 4.511 6.927
H 20.023 -53.944 27.385 -0.367 1.443 -0.281
C 17.880 -60.130 26.354 -1.373 1.829 3.437
O 17.623 -58.941 26.554 -0.290 -0.473 0.660
N 18.405 -60.495 25.241 1.823 -5.196 -2.504
C 18.854 -61.972 25.177 -0.600 0.416 -2.887
C 18.715 -59.588 24.124 -0.409 3.841 5.649
H 17.693 -60.942 27.184 0.335 1.109 -1.557
H 19.736 -62.201 25.755 0.095 0.103 0.235
H 19.011 -62.394 24.102 0.397 1.703 1.319
H 18.062 -62.686 25.342 -0.597 0.253 1.247
H 19.766 -59.175 24.435 -1.949 -0.404 -1.523
H 17.870 -58.733 24.232 2.383 -1.913 -0.659
H 18.630 -60.166 23.311 0.152 -1.448 -3.402
```
Positions in Å, forces in eV/Å.

Calculated values
- HOMO energy (Ha) = -0.259
- 2S+1 = 1
- lowest unoccupied orbital energy (Eh) = -0.132
- energy above the lowest of the compared OMol25 structures with the same formula, charge and spin (kcal per mole) = 93.0